Below is one molecule with the formula C5H9NO2, with properties calculated with ωB97M-V/def2-TZVPD.

Element x y z (Å)
O -0.861 0.542 2.200
O 1.209 0.762 0.448
N -0.511 -0.427 0.048
C 0.828 -0.030 -0.573
C -0.640 0.810 1.052
C -1.086 2.068 0.354
C -1.027 -1.558 0.272
C 1.720 -1.223 -0.866
H 0.576 0.490 -1.517
H -1.759 -1.649 1.069
H 1.898 -1.787 0.051
H -2.176 2.131 0.415
H -0.655 2.909 0.893
H 1.298 -1.875 -1.637
H 2.677 -0.847 -1.227
H -0.717 -2.430 -0.294
H -0.773 2.114 -0.687

Its HOMO energy is -9.107 eV. The calculation puts the LUMO energy at -0.03 eV. Its spin multiplicity is 1. Its charge is 0.


Below is a 9-piece molecular cluster, C24H71N13O9 overall at a distorted geometry, with properties calculated with ωB97M-V/def2-TZVPD.

Element x y z (Å)
O -3.807 -3.060 -1.219
O 0.036 4.245 1.017
O 1.132 2.084 -3.727
O -7.179 2.020 1.438
O 0.982 -0.586 -0.077
O 6.621 -0.965 0.691
O -4.567 -2.484 4.385
O 0.972 -3.915 0.689
O -0.650 0.966 4.786
N -2.610 -1.915 3.313
N -7.655 -0.290 1.077
N -1.521 -1.688 0.282
N 0.438 2.409 3.243
N 3.267 5.509 -0.343
N 5.067 -1.801 3.001
N -1.793 2.362 3.328
N -3.586 -1.533 -2.942
N 1.711 -4.220 -2.178
N -5.629 -1.980 -2.032
N -6.502 0.964 -0.469
N -2.435 2.554 -3.431
N -4.658 -1.737 2.166
C 6.710 -1.051 -0.697
C 6.907 -3.497 3.474
C 1.103 5.115 0.552
C 0.691 -4.497 1.937
C -0.746 -4.303 -2.631
C 6.480 -2.123 2.830
C 6.788 -2.208 1.315
C 2.399 4.488 0.145
C -7.206 1.027 0.744
C 3.152 3.579 1.145
C 2.168 -0.293 0.565
C -1.054 2.758 -5.422
C -1.399 -0.388 -0.258
C -0.071 2.437 -3.136
C -2.590 0.567 0.060
C -1.169 4.594 0.363
C 0.374 -3.888 -1.668
C -4.308 -2.286 -2.000
C 0.098 -4.451 -0.296
C -3.994 -2.102 3.423
C -0.144 0.185 0.340
C 2.248 2.378 -2.934
C -1.189 2.127 -4.082
C -0.609 1.808 3.914
H 2.118 1.980 -1.905
H -1.143 3.840 -5.422
H -3.530 0.088 -0.235
H -2.005 -2.230 4.055
H -2.402 3.541 -3.177
H -1.702 -4.262 -2.100
H -1.277 -0.292 -1.332
H 1.061 -5.548 2.011
H 3.689 4.236 1.839
H -2.238 -2.197 -0.248
H 7.746 -1.184 -1.044
H -1.493 5.524 0.788
H -1.968 3.861 0.456
H -4.101 -1.116 1.611
H 0.281 3.126 2.587
H -0.211 1.889 -2.179
H -1.009 4.798 -0.702
H 7.781 -2.676 1.137
H -0.132 0.152 1.433
H -1.695 3.322 3.037
H -0.381 -4.459 2.166
H -6.013 -1.659 -2.883
H 7.086 -1.308 3.267
H -0.601 -5.339 -2.943
H 2.712 6.144 -0.876
H 4.464 -2.616 3.076
H 6.376 -0.084 -1.105
H -2.424 1.489 -0.540
H -5.593 -1.434 2.309
H 2.412 3.467 -2.877
H 1.287 2.429 3.784
H 2.477 2.939 1.737
H -3.987 -0.614 -2.997
H 2.018 3.803 -0.636
H -0.074 3.515 -2.876
H -6.224 1.788 -0.956
H -6.629 0.207 -1.113
H -8.260 -0.638 0.343
H 2.408 -3.969 -1.476
H 1.234 5.830 1.373
H -2.186 -1.755 2.414
H 2.902 -1.100 0.401
H 7.004 -3.506 4.557
H -1.290 1.040 -4.067
H 0.064 1.241 0.075
H -6.106 -2.116 -1.162
H -0.969 -4.301 -0.026
H 0.460 -2.793 -1.586
H 3.115 1.911 -3.423
H -2.625 0.881 1.105
H -8.261 -0.139 1.879
H -0.065 2.542 -5.841
H 0.609 5.671 -0.211
H 4.077 5.163 -0.815
H 0.276 -5.551 -0.276
H 1.246 -3.914 2.661
H -2.638 2.103 3.793
H 1.782 -5.243 -2.244
H -3.315 2.357 -3.885
H 3.879 2.950 0.605
H -1.789 2.332 -6.106
H 6.078 -1.866 -1.076
H 2.622 0.663 0.258
H -0.873 -3.707 -3.545
H 6.178 -4.266 3.189
H -0.605 -2.138 0.237
H 7.894 -3.784 3.096
H 1.998 -0.225 1.660
H 6.000 -2.888 0.950
H 4.806 -1.188 2.227
H -2.602 -1.629 -2.914

Its HOMO energy is -8.966 eV. The calculation puts the LUMO energy at 0.00 eV. Its spin multiplicity is 1. Its charge is 0.


Below is a 2-piece molecular cluster, CH3IO3S overall at a distorted geometry, with properties calculated with ωB97M-V/def2-TZVPD.

Element x y z (Å)
I -0.607 1.041 3.313
S 0.693 -0.157 0.226
O -0.544 1.804 1.640
O 0.417 -1.275 1.103
O 2.041 0.159 -0.120
C -0.341 -0.388 -1.386
H -0.060 0.122 -2.355
H -0.411 -1.422 -1.445
H -1.188 0.116 -0.976

Its HOMO energy (spin up / spin down) is -8.687 / -8.685 eV. The calculation puts the LUMO energy (spin up / spin down) at -3.04 / -3.04 eV. Its spin multiplicity is 1. Its charge is 0.


Listing energy relative to the best compared isomer or geometry (same formula, charge and spin) for the structures above in their given order: 2.793; 1.894; 3.993 eV.